No. 1
Formula: C25H25N3O2
Source: OMol25
Level of theory: ωB97M-V/def2-TZVPD

Geometry (Å):
C 3.43815 0.42604 -0.09400
N 2.52988 -0.47289 -0.06457
N 1.23178 -0.25253 -0.04325
C 0.40054 -1.39707 -0.33156
C -0.88944 -1.31454 0.47840
N -1.57578 -0.07955 0.14116
C -2.90586 -0.00283 0.73355
C -3.62858 1.25813 0.31107
C -3.51291 1.74193 -0.98640
C -4.21382 2.86670 -1.38000
C -5.04730 3.51693 -0.48519
C -5.17129 3.03799 0.80709
C -4.46463 1.91566 1.20251
C -3.78265 -1.15116 0.28319
C -3.75460 -1.59055 -1.03476
C -4.59324 -2.60711 -1.45239
C -5.47789 -3.19117 -0.56101
C -5.51448 -2.75576 0.75186
C -4.67037 -1.74223 1.17107
C -0.73697 1.03650 0.53786
C 0.56666 1.01468 -0.25763
C 4.83539 0.05260 -0.03932
C 5.22124 -1.28542 0.05836
C 6.55459 -1.66660 0.10570
C 7.49660 -0.66556 0.05261
C 7.12550 0.67557 -0.04455
C 5.81200 1.06170 -0.09197
O 8.25436 1.45776 -0.07950
C 9.34364 0.56564 -0.00111
O 8.86676 -0.75867 0.08100
H 3.23629 1.49837 -0.15880
H 0.96540 -2.29418 -0.07800
H 0.14556 -1.42394 -1.40098
H -1.52979 -2.16293 0.23239
H -0.64954 -1.35848 1.55637
H -2.84129 -0.02030 1.83984
H -2.85825 1.23742 -1.67943
H -4.11172 3.23711 -2.38970
H -5.59693 4.39385 -0.79384
H -5.81836 3.54033 1.51121
H -4.56394 1.54836 2.21428
H -3.06082 -1.13828 -1.72565
H -4.55898 -2.94426 -2.47815
H -6.13508 -3.98314 -0.88838
H -6.20038 -3.20739 1.45356
H -4.70202 -1.40921 2.19897
H -1.26395 1.97173 0.33953
H -0.50052 0.99347 1.61748
H 1.20688 1.82933 0.08194
H 0.34581 1.15548 -1.32569
H 4.44459 -2.03133 0.09651
H 6.84746 -2.70052 0.18096
H 5.54149 2.10234 -0.16751
H 9.94576 0.79680 0.89310
H 9.97509 0.67519 -0.89823

The value obtained for the LUMO energy is 0.0287 Eh. Its SMILES is C(=N\N1CCN(C(c2ccccc2)c2ccccc2)CC1)/c1ccc2c(c1)OCO2. Its orbital gap is 7.9455 eV. The multiplicity is 1. Its energy relative to the best compared isomer or geometry (same formula, charge and spin) is 2.974 eV.


No. 2
Formula: C60H36Br3FO11
Source: OMol25
Level of theory: ωB97M-V/def2-TZVPD

Geometry (Å):
O -1.73614 0.53357 7.62454
C -0.87463 1.09358 6.91074
C -0.02469 0.44669 5.90004
C -0.16902 -0.97205 5.81972
C 0.66864 -1.61910 4.91667
C 1.46389 -0.86836 4.05081
C 1.64868 0.51476 4.13182
C 0.88545 1.17049 5.06165
C 0.98987 2.62268 5.24862
O 1.77862 3.21174 4.59856
C 0.06473 3.32513 6.21465
C 0.29911 4.72816 6.36989
C -0.41540 5.42545 7.31074
C -1.22649 4.81477 8.20142
C -1.43995 3.38819 8.01286
C -0.74510 2.63314 7.04819
H -0.92348 -1.41810 6.45077
H 0.57056 -2.69010 4.81796
H 1.93076 -1.23638 3.14915
H 2.17557 0.90399 3.27317
H 1.05836 5.17639 5.74618
H -0.23780 6.49031 7.34141
H -1.86116 5.46727 8.78267
H -2.19480 2.96894 8.66158
O 5.19285 5.82508 -4.86781
C 4.37793 4.92868 -4.55084
C 4.69360 4.00944 -3.38365
C 5.98294 4.21198 -2.66527
C 6.32749 3.25943 -1.73879
C 5.46429 2.31945 -1.22221
C 4.28767 2.01846 -1.93028
C 3.87399 2.88467 -3.04616
C 2.54585 2.66441 -3.72126
O 1.90514 1.63502 -3.45288
C 2.28965 3.59206 -4.91815
C 1.34164 3.07095 -5.80681
C 1.06896 3.69390 -6.98447
C 1.74206 4.90207 -7.31526
C 2.81993 5.31008 -6.51828
C 3.12885 4.66156 -5.32608
H 6.63484 5.06697 -2.76725
H 7.31655 3.34617 -1.31377
H 5.60148 1.81560 -0.27684
H 3.59987 1.26569 -1.57437
H 0.73601 2.23709 -5.48385
H 0.10777 3.55578 -7.45715
H 1.47694 5.42814 -8.22044
H 3.41686 6.09606 -6.95681
O -4.89580 -2.90814 6.47343
C -4.00932 -2.71808 5.59478
C -3.90122 -1.36724 4.85513
C -4.66324 -0.17911 5.32122
C -4.48485 1.08517 4.63139
C -3.73590 1.24494 3.50504
C -2.97615 0.17281 3.13295
C -3.03358 -1.08618 3.73898
C -2.19470 -2.18214 3.16169
O -1.55734 -1.99884 2.08878
C -2.16821 -3.47059 3.93870
C -1.36818 -4.49749 3.44898
C -1.09827 -5.68438 4.16187
C -1.83356 -5.84037 5.30202
C -2.76416 -4.85288 5.74595
C -2.94411 -3.61473 5.09475
H -5.25119 -0.34976 6.21093
H -5.05616 1.94935 4.93665
H -3.69714 2.17467 2.95687
H -2.34717 0.27616 2.26110
H -0.89490 -4.34174 2.49078
H -0.43089 -6.46995 3.83956
H -1.70810 -6.82934 5.71746
H -3.48060 -5.16891 6.48974
O -4.58372 -1.30159 -7.56472
C -3.47761 -1.59189 -7.00094
C -2.50485 -2.69556 -7.42223
C -2.82234 -3.60976 -8.59740
C -1.87909 -4.63994 -9.00643
C -0.69941 -4.73917 -8.34242
C -0.37512 -3.90939 -7.32669
C -1.18776 -2.83662 -6.91028
C -0.60072 -1.84732 -5.93992
O 0.56322 -1.88564 -5.59615
C -1.49173 -0.72960 -5.52193
C -0.95874 0.19427 -4.64729
C -1.78007 1.25425 -4.15042
C -3.14125 1.20268 -4.45285
C -3.73353 0.35298 -5.30043
C -2.90399 -0.73213 -5.83550
H -3.73927 -3.35843 -9.10971
H -2.23146 -5.19208 -9.86513
H 0.05112 -5.38452 -8.77442
H 0.59478 -3.96572 -6.85497
H 0.07603 0.17183 -4.33881
H -1.36750 1.97611 -3.46114
H -3.71419 2.01993 -4.04024
H -4.78115 0.34219 -5.56266
O 5.29286 -2.83956 1.25475
C 4.18427 -3.34829 0.97151
O 3.10071 -3.22501 1.73946
C 2.08082 -4.15606 1.44717
C 2.37944 -4.33898 -0.01836
F 1.71230 -3.46016 -0.78548
O 3.81230 -4.11529 -0.08371
H 2.00206 -4.93987 2.20052
H 1.12773 -3.64666 1.58938
H 2.17483 -5.34593 -0.38207
Br 1.15638 2.23663 0.53558
C 0.42740 0.62431 -0.47922
Br -1.61875 0.80500 -0.54510
Br 1.01571 -1.06752 0.45357
H 0.71668 0.46964 -1.51869

The value obtained for the LUMO energy is -0.0556 Eh. Its SMILES is O=C1c2ccccc2C(=O)c2ccccc21.O=C1c2ccccc2C(=O)c2ccccc21.O=C1c2ccccc2C(=O)c2ccccc21.O=C1c2ccccc2C(=O)c2ccccc21.O=C1OC[C@@H](F)O1.BrC(Br)Br. Its orbital gap is 7.8992 eV. The multiplicity is 1.


No. 3
Formula: C6H2Cl2N4
Source: OMol25
Level of theory: ωB97M-V/def2-TZVPD

Geometry (Å):
C 0.84043 1.28446 1.03718
C 0.75092 -1.66939 -0.99556
C -1.46955 0.49154 -0.57872
C -1.67216 -0.30787 0.67035
C 0.84200 0.62093 -0.24060
C 1.25632 -0.78069 -0.05090
N 0.69912 1.82104 2.03268
N 0.08578 -2.06510 -1.84888
N -0.33063 0.81999 -0.94420
N -0.78106 -0.90130 1.31298
Cl 2.09807 1.58265 -1.20725
Cl 2.52334 -1.27160 0.98934
H -2.22778 0.74099 -1.20337
H -2.61480 -0.36565 1.02695

The value obtained for the LUMO energy (spin up / spin down) is -0.0813 / -0.0580 Eh. Its orbital gap (spin up / spin down) is 8.2031 / 8.1241 eV. The multiplicity is 1. Its energy relative to the best compared isomer or geometry (same formula, charge and spin) is 2.095 eV.


| no. | total energy (eV) | molecular weight (g/mol) |
| --- | --- | --- |
| 1 | -34894.44925 | 399.494 |
| 2 | -298167.56538 | 1191.647 |
| 3 | -37253.90981 | 201.016 |